Here is a 3-piece molecular cluster, H6O3 overall from the Open Molecules 2025 dataset. Energies are from ωB97M-V with the def2-TZVPD basis set.

## Properties
net charge	0
orbital gap	11.0	eV
E_LUMO	0.44	eV

Last column: Mulliken charge in e.
Geometry (Å):
1 O 0.871 1.778 1.865  -0.640
2 H 1.664 1.273 2.044  0.321
3 H 1.167 2.499 1.309  0.325
4 O -0.449 -0.314 -0.026  -0.693
5 H -0.610 0.514 0.426  0.317
6 H -0.004 -0.860 0.622  0.297
7 O -1.230 -1.598 -2.250  -0.625
8 H -0.964 -1.272 -1.390  0.402
9 H -0.446 -2.021 -2.599  0.295